Record 1
Entry from the Open Molecules 2025 dataset: C8H7NO2 as an isolated structure at a distorted geometry (wB97M-V/def2-TZVPD).

- 2S+1: 3
- E_HOMO (spin up / spin down): -6.64 / -9.52 eV

Each line ends with the Mulliken charge.
Geometry (Å):
C1 -0.12945 -1.92805 -0.02408  -0.193
C2 -1.51069 -1.46885 0.09011  -0.190
C3 0.84282 -1.04538 -0.25783  -0.983
C4 0.81182 1.29809 0.70827  -0.329
C5 -0.38363 1.92732 0.65030  -0.888
C6 -1.99605 -0.23897 -0.09850  0.007
C7 0.60356 0.43046 -0.50548  -0.342
C8 -0.75320 1.17914 -0.58851  0.096
N1 -3.29338 0.22992 0.00913  0.848
O1 -4.16202 -0.50463 0.48411  -0.652
O2 -3.54177 1.32304 -0.49975  -0.625
H1 0.19351 -2.90300 0.19843  0.434
H2 -2.28419 -2.30668 0.46098  0.238
H3 1.84770 -1.21460 -0.31396  0.524
H4 1.63936 1.34132 1.24865  0.627
H5 -0.96795 2.65645 1.06929  0.555
H6 1.33259 0.51668 -1.41037  0.323
H7 -1.25282 1.60771 -1.40504  0.551

Atomic forces in eV per Å
-4.4 1.2 0.7
1.7 -8.8 1.9
-1.3 3.8 -0.7
-3.2 0.9 -2.0
1.8 -2.4 -2.1
1.4 8.1 -1.9
1.4 -0.3 -1.8
-2.3 -4.9 2.4
0.6 -1.0 -0.6
-0.3 -0.7 0.7
-0.1 1.2 -0.1
-0.4 -1.4 0.2
1.7 2.0 -1.0
2.4 -1.2 0.1
3.3 0.4 2.8
-0.8 1.7 1.5
-1.2 1.0 1.3
-0.2 0.5 -1.3

---

Record 2
Entry from the Open Molecules 2025 dataset: one molecule with the formula C3H6INO2 at a distorted geometry (wB97M-V/def2-TZVPD).

- E_HOMO: -9.87 eV

Each line ends with the Mulliken charge.
Geometry (Å):
C1 -0.87922 -1.29303 0.29260  -1.110
C2 -0.19082 -0.37821 -0.70422  -0.540
C3 0.07510 1.08138 -0.28498  -0.543
I1 1.33201 1.92234 -1.89761  0.101
N1 0.91658 1.00718 0.88189  0.904
O1 0.40419 1.30329 1.94203  -0.570
O2 2.05807 0.69896 0.69528  -0.466
H1 -0.19383 -1.48277 1.21951  0.267
H2 -1.00404 -2.30214 -0.03282  0.407
H3 -1.98738 -0.93316 0.60618  0.237
H4 -0.54589 -0.54100 -1.77909  0.394
H5 0.83142 -0.79651 -0.82463  0.383
H6 -0.81619 1.71367 -0.11415  0.535

Atomic forces in eV per Å
-1.4 0.9 2.8
1.0 -1.4 -1.7
-1.1 -0.4 -2.6
-0.9 0.1 0.4
0.1 1.2 1.0
0.0 -0.2 0.2
1.1 -0.7 0.7
-1.5 0.9 -1.2
-0.1 -0.5 -0.9
2.7 -0.7 -0.5
-0.2 0.9 1.6
-0.4 0.2 0.2
0.7 -0.4 0.0

---

Record 3
Entry from the Open Molecules 2025 dataset: C2H5N2O as an isolated structure at a distorted geometry (wB97M-V/def2-TZVPD).

- Charge: +1
- 2S+1: 3
- E_HOMO (spin up / spin down): -12.70 / -17.78 eV

Each line ends with the Mulliken charge.
Geometry (Å):
C1 -1.16549 0.87235 -0.39452  0.063
C2 0.64156 -0.23679 -0.50600  -0.125
N1 -1.50378 -0.32770 -0.01202  -0.077
N2 0.16913 0.97872 -0.67457  0.000
O1 -0.33950 -1.02071 -0.00388  -0.045
H1 0.95430 -1.95328 1.57093  -0.049
H2 -1.83659 1.69400 -0.30947  0.397
H3 0.89385 -1.38311 2.09416  0.097
H4 1.60725 -0.48630 -0.81426  0.488
H5 0.57929 1.86282 -0.95037  0.251

Atomic forces in eV per Å
3.9 4.9 -1.3
3.0 -0.2 -0.6
-0.9 -4.3 0.9
-5.5 3.0 0.3
-1.8 -2.4 0.8
0.0 0.8 1.0
-0.4 0.6 -0.3
0.2 -0.9 -0.6
1.0 -1.2 -0.2
0.4 -0.2 -0.1

---

Record 4
Entry from the Open Molecules 2025 dataset: one molecule with the formula C9H7IO2S at a distorted geometry (wB97M-V/def2-TZVPD).

- E_HOMO: -8.85 eV

Each line ends with the Mulliken charge.
Geometry (Å):
O1 3.58781 1.90915 0.65400  -0.564
C1 2.45937 2.43931 0.73317  0.375
O2 2.28219 3.70743 1.22093  -0.446
C2 1.24037 1.66914 0.57346  0.481
S1 -0.26957 2.55538 0.80781  -0.378
C3 1.27496 0.35278 0.17199  -0.610
C4 0.12497 -0.52510 -0.11527  0.538
C5 0.24460 -1.44732 -1.22248  -0.741
C6 -0.82134 -2.29264 -1.56448  -0.268
C7 -2.02761 -2.22240 -0.84768  -0.336
I1 -3.70058 -3.58178 -1.34946  0.057
C8 -2.10279 -1.40866 0.29823  -0.247
C9 -1.04586 -0.59000 0.65533  -0.685
H1 1.30304 3.88133 1.22171  0.343
H2 -1.10948 1.55954 0.45958  0.254
H3 2.25130 -0.10400 0.05195  0.431
H4 1.16256 -1.49746 -1.76742  0.431
H5 -0.70183 -2.99724 -2.38766  0.355
H6 -3.02419 -1.44679 0.87382  0.361
H7 -1.12795 0.03932 1.53247  0.650

Atomic forces in eV per Å
-3.1 2.0 -0.1
3.9 -0.8 1.6
-0.6 -0.8 -0.8
-1.5 -2.7 -1.3
-0.4 0.0 0.0
-0.1 1.5 0.7
0.1 -1.3 -1.1
-1.3 0.6 1.6
-0.1 0.3 0.1
0.1 -0.5 0.4
1.3 1.2 0.4
-0.8 -0.9 -0.9
0.4 0.3 -0.4
1.3 0.3 0.1
0.2 0.5 -0.1
0.1 0.3 -0.1
0.4 0.0 -0.3
-0.1 0.2 0.2
0.3 0.2 0.1
0.0 -0.3 0.1

---

Record 5
Entry from the Open Molecules 2025 dataset: a 3-piece molecular cluster, C4H13NO2 overall at a distorted geometry (wB97M-V/def2-TZVPD).

- Charge: +1
- 2S+1: 2
- E_HOMO (spin up / spin down): -13.47 / -13.47 eV

Each line ends with the Mulliken charge.
Geometry (Å):
C1 -1.13350 1.18512 0.96220  -1.208
C2 -1.03603 -0.06137 1.85947  -0.517
C3 -0.08099 -1.13295 1.42218  0.770
C4 1.30866 -1.05627 1.62394  -0.861
N1 -0.55683 -2.12209 0.66887  -0.228
H1 -1.29130 1.05518 -0.10290  0.403
H2 -0.26126 1.82351 1.09352  0.355
H3 -1.89434 1.86236 1.32930  0.361
H4 -2.00659 -0.54181 1.91653  0.386
H5 -0.71819 0.32626 2.81919  0.323
H6 1.78212 -0.23286 2.14494  0.335
H7 1.88994 -1.89262 1.28174  0.316
H8 -1.39868 -1.93642 0.13906  0.297
H9 -0.07203 -3.00639 0.63843  0.264
H10 1.72520 0.21979 -1.98661  0.326
H11 0.72646 0.22737 -0.82736  0.292
O1 0.78212 0.19204 -1.78639  -0.628
H12 0.94392 1.56999 -3.65240  0.300
H13 0.37610 2.13226 -4.94155  0.321
O2 0.91522 1.38892 -4.60215  -0.609

Atomic forces in eV per Å
0.6 0.8 0.1
-0.1 0.2 -0.9
-0.1 0.7 -0.6
-0.4 -0.5 0.6
0.4 0.8 0.8
-0.1 -0.4 -0.1
0.5 -0.2 -0.2
-0.6 -0.3 0.1
-0.2 0.1 0.4
-0.1 -0.3 0.4
-0.1 -0.1 -0.1
0.5 0.0 -0.1
-0.3 -0.6 0.2
0.1 -0.1 -0.7
0.0 -0.1 -0.1
0.1 0.2 0.0
0.0 -0.1 0.1
-0.1 -0.2 -0.2
0.5 -0.6 0.1
-0.5 0.8 0.1

---

Record 6
Entry from the Open Molecules 2025 dataset: an isolated ion of composition C4H9N2O3S2 and charge -1 at a distorted geometry (wB97M-V/def2-TZVPD).

- Charge: -1
- E_HOMO: -5.03 eV

Each line ends with the Mulliken charge.
Geometry (Å):
N1 0.85625 -3.22283 -0.52289  -0.663
S1 1.25183 -2.10082 -1.52258  0.749
O1 2.63411 -2.27938 -1.94621  -0.663
N2 1.32965 -0.34438 -0.50584  -0.653
C1 0.21121 0.04884 0.18153  0.746
C2 0.12995 1.58015 0.25158  -0.820
C3 -0.48329 2.21694 1.57693  -0.756
S2 -2.29394 2.56842 1.36927  -0.224
C4 -1.14232 -0.54166 -0.51734  0.363
O2 -0.93614 -1.02426 -1.63675  -0.689
O3 -2.18309 -0.48594 0.07098  -0.674
H1 -0.04463 -3.48140 -0.47192  0.272
H2 0.57430 -2.38098 -2.71022  0.154
H3 2.17205 -0.62630 0.09071  0.289
H4 0.10519 -0.35900 1.33322  0.014
H5 -0.32669 2.12079 -0.61619  0.294
H6 1.13384 1.99101 0.18292  0.419
H7 -0.20257 1.68218 2.41897  0.468
H8 -0.13016 3.28957 1.62069  0.268
H9 -2.65554 1.34905 1.35313  0.105

Atomic forces in eV per Å
4.2 2.0 -0.9
-0.5 -1.3 2.0
0.1 1.1 0.2
3.5 -2.6 -2.0
-3.1 -0.8 3.1
-0.3 1.8 0.6
-0.6 2.1 -3.8
1.2 1.6 0.7
2.3 0.2 -0.3
0.8 -0.8 -1.5
-2.2 0.6 2.0
-4.1 -0.6 0.1
0.0 1.3 0.8
-1.6 0.4 -1.1
0.4 0.8 -2.5
-0.2 -1.0 0.5
0.5 -0.3 0.3
0.2 -0.9 1.7
0.1 -1.2 0.2
-0.7 -2.2 -0.3

---

Record 7
Entry from the Open Molecules 2025 dataset: one molecule with the formula C19H19N3O4S at a distorted geometry (wB97M-V/def2-TZVPD).

- E_HOMO: -6.66 eV

Each line ends with the Mulliken charge.
Geometry (Å):
C1 -7.48516 -2.43745 0.15371  -0.743
O1 -5.99087 -2.47492 0.26350  -0.415
C2 -5.24022 -1.55347 0.08940  0.505
C3 -3.95017 -1.98350 0.31348  -0.828
C4 -3.02721 -0.95917 0.40538  -0.463
C5 -3.35060 0.28024 0.05206  0.220
C6 -2.27537 1.38224 -0.10385  0.441
C7 -2.58353 2.91200 -0.29785  -1.662
N1 -0.97517 0.81037 -0.20181  -0.377
O2 -0.02778 1.86603 -0.29818  -0.182
C8 1.35547 1.41837 -0.21270  -0.910
C9 1.44644 1.09841 1.44587  0.616
O3 0.64601 1.30875 2.11141  -0.346
N2 2.56848 0.55580 1.81539  -0.130
C10 3.72401 0.21840 0.91956  0.485
N3 3.74966 0.29531 -0.23005  -0.204
C11 5.00097 -0.04434 -1.13650  -0.317
C12 5.47262 -0.17564 -2.23978  -0.116
C13 6.63961 -0.88307 -2.57320  -0.589
C14 7.52515 -1.05154 -1.63659  -0.419
C15 7.04549 -1.27660 -0.15937  -0.377
C16 5.91799 -0.77954 0.14732  0.286
S1 5.15970 -0.52484 1.60219  -0.384
C17 -4.59803 0.72248 -0.59153  -0.994
C18 -5.64883 -0.20920 -0.46489  0.902
O4 -6.85613 -0.00540 -0.74096  -0.504
C19 -7.26984 1.52485 -1.18387  -0.918
H1 -7.80116 -3.41847 0.32934  0.364
H2 -8.08285 -1.60588 0.63240  0.229
H3 -7.60526 -2.28045 -0.98830  0.270
H4 -3.82103 -2.93996 0.86202  0.267
H5 -2.05798 -1.15079 0.66586  0.650
H6 -1.81300 3.59253 0.05154  0.359
H7 -3.30870 3.02265 0.51685  0.468
H8 -2.99066 3.19807 -1.09498  0.459
H9 2.03858 2.00623 -0.69666  0.409
H10 1.33332 0.38343 -0.42789  0.570
H11 2.84280 0.48886 2.69010  0.084
H12 4.68171 0.13663 -2.96488  0.303
H13 6.91753 -0.81812 -3.62707  0.348
H14 8.48374 -1.55807 -1.87762  0.302
H15 7.75573 -1.66392 0.35526  0.644
H16 -4.81443 1.66607 -0.98005  0.641
H17 -6.77705 1.65990 -2.22797  0.321
H18 -8.25824 1.12009 -1.52147  0.309
H19 -6.98583 2.18298 -0.41356  0.424

Atomic forces in eV per Å
1.2 2.2 -3.5
-9.7 -7.2 2.2
4.1 6.5 -2.6
0.4 1.4 1.5
-0.8 -1.1 -0.3
0.2 6.1 -3.2
5.2 -3.0 -1.2
2.8 -3.9 8.7
-4.3 3.6 0.6
0.6 0.5 -0.8
-4.8 -2.5 4.6
10.8 -0.3 -14.0
-14.5 3.8 11.7
6.4 -2.7 -5.6
-1.3 -0.7 8.5
1.0 1.9 -14.1
-3.1 -1.6 17.9
-1.8 0.0 -9.4
0.3 2.6 -2.8
1.3 -4.1 4.0
1.2 2.2 -7.4
-4.7 3.5 -2.9
0.2 -0.6 3.5
-0.1 -4.4 2.8
7.0 -1.1 1.6
-5.1 3.5 -1.8
0.4 -5.7 -3.6
-0.4 -1.2 0.9
1.3 -1.1 0.0
-0.3 -0.2 1.8
0.0 0.6 -1.0
2.4 -0.4 0.9
0.6 -0.4 -0.5
-0.5 0.3 -0.2
-3.1 1.9 -6.9
1.3 1.5 -1.1
0.3 -0.9 -1.6
0.8 -0.4 5.5
1.2 -0.2 -0.5
0.0 -0.5 0.2
-0.5 0.8 0.2
4.1 -2.5 4.0
0.2 1.4 -0.4
-0.2 0.2 2.1
0.2 1.7 1.2
-0.3 0.8 0.8

---

Record 8
Entry from the Open Molecules 2025 dataset: one molecule with the formula C4H8NOP at a distorted geometry (wB97M-V/def2-TZVPD).

- E_HOMO: -9.65 eV

Each line ends with the Mulliken charge.
Geometry (Å):
H1 2.36525 -1.56961 -2.01102  0.004
P1 1.84175 -0.34703 -1.55882  -0.098
C1 0.49096 -0.98887 -0.81967  -0.319
C2 -0.58398 -0.09396 0.04190  0.381
C3 -1.13337 -0.95821 1.16445  -1.508
C4 0.07950 1.16649 0.55793  0.351
N1 0.46597 2.01107 -0.43281  -0.395
O1 0.25815 1.40713 1.72879  -0.620
H2 0.28139 -2.04525 -0.77335  0.328
H3 -1.38194 0.18379 -0.65516  0.321
H4 -0.33559 -1.21209 1.85770  0.327
H5 -1.89835 -0.41559 1.71434  0.365
H6 -1.57190 -1.87074 0.76683  0.418
H7 0.22089 1.84622 -1.39177  0.226
H8 0.90127 2.88666 -0.18935  0.217

Atomic forces in eV per Å
0.0 -0.4 -0.1
-0.2 -0.1 0.1
-1.0 1.9 1.2
1.4 -1.8 -1.2
0.0 0.3 0.0
-0.2 0.1 -0.4
-0.1 0.5 0.0
0.1 -0.1 0.3
-0.1 -0.2 -0.1
0.0 0.0 0.0
0.0 0.0 0.1
0.0 0.0 0.1
0.0 -0.1 0.0
0.0 0.0 0.0
0.0 -0.1 0.0

---

The evaluated relative energy (zero: lowest compared OMol25 entry of this formula, charge and spin) for the records listed, in turn: 5.982, 3.903, 3.603, 0.000, 0.789, 1.490, 16.643, 1.086 eV.